Record 1
ORCA calculation (the ωB97M-V functional and the def2-TZVPD basis) on a 7-piece molecular cluster, C30H80B2F8N5O10 overall in a non-equilibrium geometry.

Each line ends with the Löwdin charge.
CARTESIAN COORDINATES (ANGSTROEM)
F  -6.501  19.080  11.006  0.0827
F  -11.366  18.729  13.619  0.1616
F  -10.873  20.949  13.621  0.1102
F  -11.343  19.816  11.648  0.1634
F  -5.907  16.879  10.586  0.1229
F  -7.968  17.373  11.492  0.0820
F  -9.474  19.535  12.657  0.2030
F  -7.480  17.933  9.314  0.1103
O  -13.155  17.628  17.120  -0.1935
O  -15.247  18.829  13.236  -0.1955
O  -11.039  17.765  7.886  -0.1868
O  -13.228  21.733  8.960  -0.2124
O  -8.017  22.675  8.924  -0.2114
O  -16.728  14.664  19.787  -0.2003
O  -10.052  15.741  13.808  -0.1966
O  -12.119  22.130  16.434  -0.1963
O  -6.815  16.608  5.877  -0.1919
O  -8.268  18.439  16.828  -0.1847
N  -10.743  22.248  10.381  0.0814
N  -13.445  21.151  14.121  0.1006
N  -8.010  17.682  14.121  0.0865
N  -14.562  16.653  19.545  0.0881
N  -9.425  17.657  5.330  0.0884
C  -11.056  22.846  9.012  -0.0488
C  -11.224  17.735  9.292  -0.0375
C  -15.739  20.145  13.057  -0.1823
C  -7.825  16.229  14.550  -0.0548
C  -10.736  15.908  12.535  -0.0642
C  -8.150  18.428  4.943  -0.0598
C  -12.434  16.911  16.163  -0.0999
C  -12.627  20.826  16.476  -0.1968
C  -10.661  18.905  7.214  -0.2216
C  -6.905  18.658  14.703  0.0028
C  -12.469  17.544  18.355  -0.2062
C  -14.652  21.847  8.963  -0.0767
C  -17.414  13.458  19.875  -0.0989
C  -12.586  22.994  8.790  -0.1870
C  -8.288  21.723  9.961  -0.1875
C  -14.653  21.259  13.103  -0.0349
C  -13.440  17.766  19.519  -0.0409
C  -15.534  16.698  20.746  -0.0309
C  -10.858  22.432  17.035  -0.0468
C  -7.490  19.302  16.012  -0.1899
C  -16.223  15.262  20.987  -0.1578
C  -7.096  22.148  7.938  -0.0599
C  -7.065  17.383  4.688  -0.1676
C  -10.546  18.628  5.689  -0.0553
C  -8.706  15.297  13.669  -0.1762
C  -14.409  18.249  12.181  -0.0317
C  -13.789  20.531  15.471  -0.0364
C  -5.898  15.656  5.792  -0.1528
C  -8.886  19.186  17.880  -0.0783
C  -9.321  22.351  10.862  -0.0704
B  -6.958  17.800  10.593  -1.2503
B  -10.784  19.742  12.885  -1.4302
H  -14.139  21.245  12.142  0.0970
H  -16.728  12.611  19.893  0.0939
H  -9.457  18.508  18.515  0.0816
H  -15.028  22.256  9.901  0.0798
H  -10.655  23.858  9.063  0.1438
H  -11.379  17.183  16.187  0.0922
H  -11.740  16.291  12.715  0.0674
H  -10.500  23.330  16.531  0.1057
H  -8.068  16.204  15.612  0.1233
H  -7.734  19.041  5.743  0.1352
H  -8.351  18.945  4.004  0.1427
H  -8.927  17.970  14.433  0.1276
H  -11.345  22.734  11.030  0.1645
H  -4.986  16.058  5.351  0.1010
H  -8.055  17.668  13.112  0.0868
H  -11.637  16.749  9.507  0.1079
H  -6.149  17.959  4.553  0.1411
H  -13.924  19.469  15.268  0.1110
H  -10.739  14.949  12.017  0.0958
H  -11.120  21.314  10.463  0.1257
H  -8.369  15.140  12.644  0.1284
H  -16.228  20.207  12.085  0.1300
H  -7.309  21.650  10.433  0.1377
H  -14.930  22.438  8.091  0.0995
H  -9.721  17.054  4.576  0.1780
H  -8.244  19.823  18.488  0.1069
H  -7.162  21.142  7.524  0.0768
H  -18.199  13.187  19.169  0.1029
H  -7.356  22.773  7.084  0.0906
H  -9.715  19.356  7.516  0.1178
H  -12.104  16.525  18.478  0.1337
H  -8.030  20.218  15.772  0.1174
H  -11.406  19.687  7.362  0.1213
H  -7.313  16.671  3.900  0.1366
H  -6.484  19.323  13.949  0.1340
H  -9.242  17.113  6.161  0.1618
H  -14.139  15.736  19.533  0.1656
H  -6.040  18.068  15.004  0.1226
H  -12.722  20.476  17.503  0.1209
H  -13.042  22.074  14.192  0.1543
H  -15.065  22.263  13.207  0.1340
H  -12.800  23.431  7.815  0.1381
H  -11.876  18.574  9.535  0.0764
H  -13.659  17.515  12.474  0.0747
H  -10.577  22.192  8.283  0.1282
H  -10.148  21.634  16.814  0.0526
H  -14.890  16.952  21.587  0.1265
H  -12.532  15.828  16.233  0.1045
H  -13.826  19.047  11.720  0.0605
H  -16.496  20.256  13.833  0.1321
H  -10.454  19.528  5.081  0.1359
H  -6.132  22.383  8.389  0.1037
H  -17.865  13.452  20.868  0.0901
H  -13.926  18.741  19.546  0.1346
H  -9.318  21.806  11.806  0.1130
H  -6.616  19.576  16.602  0.1317
H  -9.073  23.372  11.154  0.1515
H  -12.969  23.693  9.534  0.1258
H  -12.818  17.140  15.169  0.0828
H  -11.350  17.980  5.341  0.1366
H  -14.763  20.852  15.839  0.1378
H  -12.660  20.666  13.710  0.0939
H  -10.945  22.459  18.121  0.1015
H  -8.692  14.288  14.082  0.1295
H  -15.540  14.661  21.588  0.1264
H  -17.082  15.354  21.653  0.1289
H  -15.115  20.865  8.868  0.0944
H  -16.276  17.489  20.637  0.1336
H  -11.670  18.285  18.313  0.1118
H  -6.222  14.874  5.105  0.0935
H  -10.212  17.959  9.629  0.0889
H  -12.834  17.709  20.423  0.1365
H  -8.521  20.709  9.636  0.1240
H  -9.612  19.854  17.416  0.0457
H  -15.035  16.665  18.653  0.1633
H  -10.168  16.523  11.836  0.0663
H  -6.771  15.980  14.426  0.1367
H  -15.067  17.901  11.385  0.0977
H  -5.723  15.141  6.737  0.1108
H  -11.792  20.213  16.137  0.1027

Output
Relative energy (zero: lowest compared OMol25 entry of this formula, charge and spin), eV: 3.833
Total charge: +3
E_HOMO, eV: -15.116
Multiplicity: 1

=====

Record 2
ORCA calculation (the ωB97M-V functional and the def2-TZVPD basis) on a 11-piece molecular cluster, C30H80F3NO11P overall in a non-equilibrium geometry.

Each line ends with the Löwdin charge.
CARTESIAN COORDINATES (ANGSTROEM)
P  1.306  0.748  0.504  1.0724
F  4.662  -2.661  -2.501  0.1505
F  5.726  -0.320  -1.116  0.0733
F  4.438  -1.250  -4.135  0.1494
O  5.399  1.980  -4.178  -0.0971
O  -5.920  4.409  -2.264  -0.1029
O  1.642  2.625  7.092  -0.0768
O  -1.175  -5.006  -3.537  -0.0920
O  1.933  -1.597  -0.747  -0.1269
O  -4.316  -4.154  -4.810  -0.0916
O  0.771  -5.640  3.060  -0.1036
O  -0.388  -1.296  3.745  -0.1139
O  5.040  -1.608  6.075  -0.0968
O  -3.113  1.036  -1.108  -0.1116
O  -8.140  9.366  -2.274  -0.0962
N  1.462  -0.299  -1.039  -0.2163
C  -0.525  -0.601  4.991  -0.2969
C  3.677  -0.359  1.604  -0.1326
C  2.319  2.279  5.890  -0.3321
C  4.587  -1.379  -2.824  -0.3023
C  7.739  2.257  -4.780  -0.0822
C  3.231  1.081  6.088  -0.0963
C  -6.008  6.827  -1.900  -0.0853
C  2.238  0.363  -2.131  -0.1284
C  2.180  -0.155  1.829  -0.3962
C  -4.457  -3.429  -3.589  -0.3161
C  3.665  0.757  -1.777  -0.1036
C  -3.590  2.288  -1.627  -0.3033
C  -9.820  10.417  -3.703  -0.0916
C  0.790  -3.742  0.556  -0.0788
C  -0.533  -1.562  6.161  -0.0780
C  0.340  -3.480  -0.896  -0.1947
C  -0.406  -4.338  -4.536  -0.3042
C  -4.675  -4.346  -2.401  -0.0851
C  -1.289  -3.540  -5.473  -0.0828
C  4.664  -0.347  -1.960  -0.2187
C  6.743  1.868  -3.705  -0.3140
C  -6.366  5.660  -2.797  -0.3044
C  6.369  -1.697  6.588  -0.3134
C  0.265  -6.959  2.842  -0.3232
C  7.399  -1.211  5.586  -0.0916
C  1.357  -2.601  -1.621  -0.1748
C  -3.223  3.436  -0.707  -0.0905
C  0.636  -7.906  3.966  -0.0897
C  -9.053  9.157  -3.351  -0.3242
C  -0.471  0.533  0.865  -0.2372
H  8.762  2.185  -4.411  0.0792
H  6.388  -1.083  7.486  0.1123
H  -0.980  1.493  0.851  0.0304
H  -3.842  -5.044  -2.305  0.0658
H  -5.887  5.760  -3.770  0.1129
H  -5.286  -2.720  -3.681  0.1118
H  1.867  -3.881  0.648  0.0870
H  3.795  1.119  -0.756  0.1032
H  6.830  2.528  -2.844  0.1175
H  -1.787  -5.593  -3.993  0.0836
H  -2.140  3.485  -0.572  0.0668
H  -1.440  -0.002  4.977  0.1151
H  -8.649  9.648  -1.509  0.0836
H  1.729  -5.704  3.120  0.0818
H  -1.993  -4.198  -5.981  0.0726
H  3.921  -0.711  0.603  0.0374
H  7.194  -0.179  5.301  0.0727
H  -3.571  4.383  -1.114  0.0599
H  2.661  0.225  6.450  0.0709
H  0.289  -3.688  -4.002  0.0822
H  3.998  1.297  6.833  0.0779
H  7.641  1.604  -5.650  0.0765
H  8.406  -1.266  6.000  0.0760
H  -1.134  -1.898  3.664  0.0871
H  7.557  3.279  -5.112  0.0797
H  -3.672  3.299  0.281  0.0780
H  -5.128  -4.652  -4.942  0.0861
H  -6.343  7.769  -2.330  0.0532
H  2.052  0.499  2.701  0.0810
H  -0.606  -0.012  1.800  0.0269
H  -10.411  10.760  -2.851  0.0734
H  -8.452  8.826  -4.197  0.1107
H  1.543  2.054  5.156  0.0889
H  -0.906  -0.083  0.071  0.0345
H  0.446  -2.921  1.189  0.0607
H  2.304  2.842  7.755  0.0824
H  0.183  -5.070  -5.098  0.1143
H  -0.646  -3.015  -0.894  0.1126
H  -0.700  -3.010  -6.224  0.0783
H  -0.817  -6.857  2.766  0.1123
H  4.067  -1.101  2.303  0.0795
H  -4.760  -3.775  -1.476  0.0736
H  0.944  -2.140  -2.524  0.1136
H  6.924  0.841  -3.368  0.1011
H  -6.346  4.294  -1.409  0.0819
H  1.647  -1.080  2.058  0.0603
H  2.190  -3.225  -1.953  0.1278
H  0.330  -4.440  -1.414  0.1073
H  -5.588  -4.932  -2.527  0.0756
H  -4.670  2.238  -1.769  0.0973
H  0.223  -8.900  3.793  0.0771
H  0.258  -7.531  4.917  0.0772
H  0.289  -4.627  0.945  0.0599
H  0.496  -0.390  -1.372  0.1396
H  5.306  1.396  -4.937  0.0828
H  4.235  0.567  1.769  0.0831
H  2.244  -0.325  -2.978  0.1279
H  -3.532  0.903  -0.253  0.0748
H  2.885  3.144  5.526  0.1100
H  6.580  -2.731  6.879  0.1092
H  4.994  -2.158  5.288  0.0736
H  -4.928  6.871  -1.746  0.0726
H  -1.875  -2.813  -4.912  0.0605
H  0.381  -2.156  6.170  0.0782
H  -10.496  10.244  -4.540  0.0753
H  1.676  1.248  -2.436  0.1392
H  -3.537  -2.860  -3.463  0.0921
H  1.721  -7.996  4.053  0.0740
H  3.909  1.605  -2.432  0.1162
H  -0.613  -1.025  7.106  0.0814
H  0.639  -7.340  1.885  0.1092
H  -3.128  2.416  -2.604  0.1153
H  7.370  -1.818  4.677  0.0707
H  -9.748  8.351  -3.090  0.1084
H  -1.374  -2.255  6.086  0.0758
H  -6.477  6.718  -0.919  0.0776
H  0.325  0.077  5.060  0.0885
H  3.729  0.801  5.158  0.0609
H  -9.130  11.218  -3.970  0.0771
H  -7.448  5.620  -2.953  0.1087

Output
Total charge: +1
E_HOMO, eV: -11.326
Multiplicity: 1

=====

no.,DFT total energy (hartree),LUMO energy (eV)
1,-3065.18963,-5.858
2,-2713.89207,-2.164